Record 1
This record from the Open Molecules 2025 dataset describes a structure of composition C20H29N6O6PdS. The level of theory is the ωB97M-V functional and the def2-TZVPD basis.

Each line ends with the natural charge from an NBO analysis.
CARTESIAN COORDINATES (ANGSTROEM)
C 0.28804 5.49179 0.72252  -0.234
C 5.24123 -0.96991 1.75152  -0.100
H -1.07294 -6.44763 -3.06867  0.271
O 0.64313 -1.84053 0.87221  -0.745
H -5.63670 4.81799 -1.15313  0.250
H -2.26702 -3.77369 -1.73537  0.265
C -2.64210 -5.83294 -1.11921  -0.245
C -1.21585 5.50925 1.00846  -0.687
C 1.26651 2.51279 -1.13936  -0.062
H -4.23884 4.64797 -2.21805  0.241
H 0.84770 5.74253 1.62206  0.243
C -1.02987 -7.03623 0.12073  0.023
H -1.72055 -7.10482 0.95600  0.269
H -0.64773 3.09677 2.50910  0.270
H 5.77955 1.07626 1.33748  0.268
H 3.48086 1.70104 0.64155  0.238
N 2.72760 -0.19975 0.96321  -0.400
N 1.26721 4.77859 -2.18111  0.534
C 1.77153 -2.40656 1.14952  0.769
O 1.93596 -3.61215 1.23967  -0.648
O -1.52242 4.91633 -1.51192  -0.949
H 4.35383 -2.93125 2.00388  0.271
C 3.71994 0.69775 0.95458  0.071
C 4.99527 0.33250 1.34856  -0.202
H 1.09854 -5.04562 -1.68199  0.275
C 0.02405 -4.99606 -1.83442  -0.241
C -0.25155 -5.00529 0.49983  0.009
H 6.23116 -1.26497 2.07265  0.264
O 1.46527 5.94303 -1.91527  -0.337
H -3.05719 -5.84820 -2.12110  0.272
C -0.55369 -6.46724 -2.11632  -0.243
H 0.24949 -7.19831 -2.11875  0.275
Pd 0.84341 0.11769 0.52568  1.034
H -3.38889 -6.09010 -0.37383  0.274
H 0.53647 6.21389 -0.04414  0.289
C 4.21012 -1.89684 1.72539  -0.173
S -2.10429 4.57803 -0.23753  2.177
H 0.98580 3.63998 2.95072  0.262
C -3.77040 5.16330 -0.16980  -0.655
H -2.55251 -3.94819 0.03758  0.269
N -1.49856 -6.73245 -1.04313  -0.184
H -0.24346 -4.38053 -2.68681  0.265
H 0.80231 -5.22284 0.66301  0.310
H -0.10157 -7.59562 0.17946  0.270
C -4.61555 4.44894 -1.21640  -0.620
O 1.23864 4.27324 -3.27495  -0.313
H -1.55201 6.54641 0.98803  0.278
C 0.75065 3.03238 0.92145  0.471
C -2.07310 -4.36084 -0.84427  -0.237
N 0.77062 4.18467 0.22459  -0.311
N -0.64224 -4.51972 -0.63578  -0.212
O -2.05113 3.19172 0.19307  -0.994
H -4.62682 3.37419 -1.04177  0.223
H -1.47970 5.07962 1.97311  0.244
C 2.95893 -1.47992 1.32170  0.075
C 0.41755 2.92166 2.35834  -0.684
H -0.83096 -4.74845 1.38336  0.263
H -3.71897 6.23799 -0.35197  0.258
H -4.12612 4.98237 0.84605  0.249
C 1.08546 3.85255 -1.07456  0.218
H 0.65001 1.92118 2.71941  0.239
N 1.05651 2.01096 0.12142  -0.530
H 1.53939 1.92123 -1.99632  0.262

E = -2084.4347 hartree
Net charge = +3
Maximum force = 0.04825 hartree/bohr
Frontier orbital gap = 5.09 eV
HOMO energy = -16.65 eV

=====

Record 2
This record from the Open Molecules 2025 dataset describes a structure of composition C20H29NNiO2PS2. The level of theory is the ωB97M-V functional and the def2-TZVPD basis.

Each line ends with the natural charge from an NBO analysis.
CARTESIAN COORDINATES (ANGSTROEM)
H 1.93333 0.61604 -1.58279  0.240
C 4.12054 1.08575 1.93486  -0.332
C 4.63174 -2.44641 1.76323  -0.149
H 5.79682 1.33848 0.64829  0.239
C 4.03416 -3.72959 3.71227  -0.235
O 0.01771 -1.18290 -0.80869  -0.580
H 1.10831 -2.62472 0.12498  0.207
N -0.86465 -0.75470 2.42705  -0.792
H 2.54910 1.07139 3.40135  0.222
H -3.39625 -2.24757 4.15963  0.192
C 2.70069 -1.83962 3.04745  -0.235
H -2.65431 -2.22542 1.15625  0.209
S 4.32836 -0.40701 -0.81567  -0.841
C 1.03379 -2.18806 -0.87026  -0.277
H 5.72368 -4.15546 2.45618  0.197
H 1.84059 -1.19494 3.20639  0.238
H 5.26948 -2.26782 0.90459  0.227
O 0.39623 1.49690 -0.48926  -0.590
H 3.67446 2.66249 4.91210  0.202
H -1.03870 -0.00548 -2.06299  0.190
H 1.01332 3.42874 -0.87281  0.161
C 5.34660 1.63879 1.58836  -0.230
C 2.94543 -2.89431 3.91880  -0.217
H 2.27643 -3.06709 4.75413  0.204
H -2.55141 -3.65431 2.20982  0.193
C 5.97500 2.54741 2.43231  -0.212
H -0.33609 -1.98794 4.75921  0.219
C 4.87429 -3.50376 2.62796  -0.245
C 0.87755 0.89269 -1.68691  -0.121
H -3.50197 -0.83386 3.08868  0.207
H 0.32893 -0.84208 -2.83336  0.182
P 3.20372 -0.13355 0.87748  0.612
Ni 0.02219 0.03561 0.98288  0.810
H 2.00651 -1.76182 -1.13095  0.226
C 1.14023 2.64846 -0.11589  -0.248
H -2.56678 -0.73400 4.58315  0.226
C -2.84617 -1.39146 3.76035  -0.620
C 4.15010 2.37592 3.98147  -0.241
H 0.73907 -2.95449 -1.59304  0.162
H 5.87452 3.62319 4.28967  0.196
C 3.54909 -1.59640 1.97008  -0.338
C -1.60329 -1.87096 3.01181  0.063
H 2.19863 2.40091 -0.01137  0.202
C 0.00010 -0.31577 -1.93226  -0.081
C -0.68995 -2.64643 3.96419  -0.619
H 0.78131 1.60070 -2.52100  0.168
C 5.38334 2.91545 3.63209  -0.239
H -1.22559 -3.48827 4.41154  0.194
H 0.74808 2.97955 0.84202  0.210
C 3.52181 1.47645 3.13448  -0.159
H -1.12926 -3.10190 1.30146  0.211
S -0.47842 0.60553 3.32278  -0.219
H 0.17906 -3.03021 3.42832  0.218
H 6.93455 2.96668 2.15109  0.196
H 4.22254 -4.55570 4.38801  0.196
C -2.01390 -2.77346 1.84970  -0.599

E = -3630.7995 hartree
Net charge = -1
Maximum force = 0.00414 hartree/bohr
Frontier orbital gap (spin up / spin down) = 6.63 / 6.29 eV
HOMO energy (spin up / spin down) = -3.72 / -3.38 eV
Spin multiplicity = 3

=====

Record 3
This record from the Open Molecules 2025 dataset describes a structure of composition C20H30AsCa2F9NO17. The level of theory is the ωB97M-V functional and the def2-TZVPD basis.

Each line ends with the Mulliken charge.
CARTESIAN COORDINATES (ANGSTROEM)
F -29.38800 -23.30825 3.62238  -0.442
F -26.97196 -23.13670 3.40922  -0.522
H -23.60966 -18.92569 10.98145  0.260
C -24.40488 -26.44637 6.76055  0.219
C -24.11897 -28.57218 6.32296  0.451
H -23.17231 -21.03639 6.71438  0.362
F -21.29997 -18.99987 7.01348  -0.194
O -26.51638 -22.25634 6.06404  -0.011
H -19.81546 -25.27210 2.99007  0.326
O -31.07809 -22.20469 9.92067  -0.538
O -23.08345 -25.01948 3.88147  -0.144
As -28.22455 -24.40914 2.95148  1.983
H -21.61343 -25.14848 6.28298  0.227
H -29.38301 -21.53819 5.96876  0.128
O -24.29672 -23.00129 4.31520  -0.457
C -30.12908 -21.88250 6.68496  -0.216
C -23.51740 -20.00497 6.78638  0.252
C -22.76444 -19.32883 10.42363  -1.238
H -23.51574 -19.79512 13.89451  0.388
O -24.80700 -20.04289 6.24911  -0.570
H -24.88001 -22.42887 13.73437  0.178
O -23.94999 -29.53803 5.59468  -0.569
O -25.05996 -21.30549 12.08137  -0.208
O -30.27976 -23.45040 8.24492  -0.422
O -23.69905 -27.32450 5.96796  -0.168
F -28.03660 -25.14205 4.62386  -0.461
C -31.15833 -24.20647 6.19962  -1.364
Ca -25.88970 -21.31805 4.04624  1.678
F -26.93292 -25.34660 2.26986  -0.424
C -30.61933 -22.33430 8.83332  0.606
C -22.32482 -19.09600 6.09282  0.686
H -20.33449 -24.39877 5.25562  0.420
F -21.83080 -19.89077 5.08318  -0.191
H -23.77871 -21.00809 15.05674  0.446
H -23.67758 -25.68057 7.03014  0.066
H -23.41862 -27.36367 9.60564  0.344
H -31.10132 -24.07498 5.11909  0.312
F -28.33607 -23.49919 1.39775  -0.500
C -26.14692 -20.70344 11.66685  0.367
H -22.11641 -18.56984 9.98533  0.424
C -21.85439 -25.47456 4.17620  0.475
H -22.83234 -21.36675 13.58652  0.376
H -23.79707 -21.03879 9.65093  0.338
C -20.84896 -25.61350 2.93161  -1.285
O -26.90351 -20.30022 12.72479  -0.288
H -25.19871 -25.96283 6.19123  -0.020
O -23.78129 -19.56985 8.21202  -0.448
F -29.48464 -25.57627 2.37949  -0.481
H -26.07072 -27.07880 8.09960  0.217
C -29.97350 -23.42454 6.86006  0.919
C -24.99403 -21.38828 13.43060  0.560
H -21.28348 -24.92378 2.20802  0.363
C -24.42514 -27.04310 9.33686  -1.379
Ca -26.37777 -19.76724 8.06669  1.605
H -28.94689 -23.79066 6.84800  -0.158
O -26.28180 -23.96160 7.28191  -0.363
C -23.08814 -20.32130 9.23775  -0.133
C -21.39404 -24.63851 5.34495  -0.443
C -26.26870 -20.74000 13.88365  -0.380
O -30.27849 -21.33602 7.99381  -0.431
H -21.84187 -26.51823 4.49037  0.266
N -26.56765 -22.76854 7.20298  0.594
C -23.71618 -20.86326 13.97822  -1.671
H -20.86459 -26.63389 2.54866  0.354
H -24.53592 -25.97236 9.50814  0.299
H -22.21912 -19.83746 11.21863  0.354
H -32.17196 -23.90462 6.46334  0.366
O -22.14832 -23.45443 5.15721  -0.251
O -24.75629 -28.61057 7.46821  -0.328
H -26.76207 -21.31118 14.67006  0.356
C -23.25733 -23.76630 4.44024  0.097
O -26.40287 -20.56525 10.43816  -0.296
H -22.59202 -21.20486 8.83615  0.395
F -22.72584 -17.98975 5.62006  -0.181
H -25.93212 -19.84127 14.40048  0.319
H -31.04377 -21.63943 6.14425  0.358
C -25.02141 -27.26499 7.87073  0.432
H -30.87095 -25.24642 6.35456  0.388
H -25.13580 -27.55762 9.98365  0.404
O -26.71359 -22.08366 8.15665  -0.783

E = -6603.1541 hartree
Net charge = +2
Maximum force = 0.12920 hartree/bohr
Frontier orbital gap (spin up / spin down) = 6.31 / 1.98 eV
HOMO energy (spin up / spin down) = -14.05 / -14.04 eV
Spin multiplicity = 2